{
  "formula": "C25H27N5O3",
  "method": "the ωB97M-V functional and the def2-TZVPD basis",
  "elements": ["C", "N", "C", "O", "C", "C", "C", "C", "C", "C", "C", "C", "N", "C", "C", "C", "C", "C", "C", "N", "O", "O", "C", "C", "C", "C", "C", "C", "H", "H", "H", "H", "H", "H", "H", "H", "H", "H", "H", "H", "H", "H", "H", "H", "H", "H", "H", "H", "H", "H", "H", "H", "N", "C", "C", "N", "C", "H", "H", "H"],
  "positions_angstrom": [[-1.254, -3.068, -3.293], [-0.767, -2.562, -2.026], [-0.099, -3.374, -1.154], [0.149, -4.558, -1.338], [0.275, -2.541, 0.070], [1.791, -2.420, 0.293], [2.456, -3.749, 0.547], [3.467, -4.191, -0.306], [4.013, -5.466, -0.149], [3.564, -6.294, 0.893], [2.584, -5.820, 1.781], [2.035, -4.544, 1.610], [-0.326, -1.244, -0.255], [-0.183, -0.179, 0.547], [-0.798, 1.049, 0.330], [-0.751, 2.100, 1.262], [-1.457, 3.352, 1.008], [-1.980, 3.669, -0.268], [-2.775, 4.820, -0.457], [-3.543, 4.932, -1.653], [-4.232, 5.967, -1.821], [-3.517, 3.991, -2.487], [-2.950, 5.770, 0.575], [-2.354, 5.516, 1.812], [-1.623, 4.346, 2.012], [-1.025, -1.211, -1.547], [-0.398, -0.195, -2.523], [-2.544, -1.011, -1.373], [-0.905, -4.097, -3.418], [-2.353, -3.082, -3.328], [-0.872, -2.442, -4.111], [-0.192, -2.985, 0.974], [2.211, -1.980, -0.624], [1.965, -1.724, 1.133], [3.773, -3.528, -1.116], [4.791, -5.803, -0.838], [3.989, -7.294, 1.032], [2.253, -6.425, 2.627], [1.272, -4.147, 2.284], [0.452, -0.330, 1.420], [-1.385, 1.194, -0.588], [-0.510, 1.795, 2.310], [-1.817, 2.993, -1.117], [-3.596, 6.631, 0.410], [-2.418, 6.259, 2.607], [-1.147, 4.176, 2.976], [0.667, -0.441, -2.654], [-0.910, -0.252, -3.495], [-0.461, 0.825, -2.137], [-2.953, -1.866, -0.810], [-2.777, -0.107, -0.807], [-3.027, -0.958, -2.360], [3.205, 3.436, 2.062], [2.644, 4.579, 2.528], [1.240, 4.432, 2.419], [0.952, 3.193, 1.935], [2.170, 2.609, 1.698], [3.165, 5.446, 2.917], [0.518, 5.190, 2.690], [2.295, 1.614, 1.288]],
  "lowdin_charge": [-0.01, -0.04, -0.37, 0.09, -0.15, -0.08, -0.24, -0.04, -0.07, -0.08, -0.07, -0.04, 0.02, -0.01, -0.08, -0.03, -0.18, 0.08, -0.14, -0.32, 0.06, 0.04, 0.02, -0.04, -0.04, -0.46, 0.01, 0.02, 0.10, 0.10, 0.09, 0.17, 0.13, 0.12, 0.11, 0.10, 0.10, 0.10, 0.11, 0.14, 0.07, 0.14, 0.12, 0.12, 0.12, 0.11, 0.10, 0.09, 0.07, 0.10, 0.07, 0.09, -0.01, -0.19, -0.19, -0.03, -0.24, 0.08, 0.07, 0.08],
  "e_homo_ev": -7.388,
  "de_lowest_kcal_mol": 177.6
}